No. 1
The following is a DFT calculation (wB97M-V/def2-TZVPD) of a structure of composition C27H28N6O13PtS4 at a distorted geometry.

Geometry as XYZ:
```
79
Properties=species:S:1:pos:R:3:forces:R:3:mulliken_charge:R:1
Pt -0.92890 0.12385 -1.04623 -2.287 -2.118 -1.144 0.962
S -4.45929 -3.73666 -3.03694 0.036 -0.045 0.167 1.228
S 4.16062 -3.14147 -0.60221 0.199 0.025 -0.458 1.264
S -1.12569 -2.39316 0.46720 -0.015 0.826 0.572 1.123
S 0.73558 4.32146 -0.95128 0.213 -0.056 0.062 1.026
O 5.33551 0.62593 -1.99410 0.172 0.009 0.038 -0.756
O -5.39360 -3.47145 -4.10259 -0.075 0.001 -0.170 -0.712
O 5.46536 -3.70729 -0.31610 -0.065 -0.010 -0.050 -0.752
O -1.64248 -1.20423 1.12622 -0.197 -0.500 0.117 -0.580
O 1.85949 4.00689 -1.79610 -0.003 0.129 -0.081 -0.696
O -3.87265 -5.04913 -2.99902 0.007 -0.123 -0.055 -0.703
O 4.05906 0.81000 -3.73817 0.026 -0.025 0.030 -0.756
O -2.87919 -0.79351 -1.55239 0.334 0.349 0.377 -0.663
O -2.01592 -3.50883 0.40471 0.240 -0.208 -0.558 -0.632
O 0.07364 -2.89352 1.39574 0.482 0.050 -0.153 -0.749
O 3.93858 -2.51990 -1.88668 0.072 -0.030 0.219 -0.644
O -0.43455 -2.00038 -0.83033 -0.353 0.387 0.559 -0.707
O 0.10736 5.61784 -1.12714 -0.006 0.111 -0.053 -0.761
N -3.34611 -2.57466 -2.93252 0.115 0.381 0.285 -0.572
N 1.02415 0.36455 -1.03261 0.117 0.918 0.863 0.214
N 3.13053 0.13408 -0.35218 0.185 -0.112 0.210 0.726
N -2.17061 1.87605 -0.88615 1.615 0.671 0.062 -0.125
N 4.22536 0.62173 -2.53521 -0.196 0.015 0.071 1.255
N -0.23436 3.09074 -0.95710 -0.566 -0.221 -0.244 -0.317
C 3.10813 0.40412 -1.73746 0.479 -0.220 0.153 -0.710
C 2.93665 -4.40375 -0.37934 -0.025 -0.210 -0.221 -0.075
C 4.14879 -0.55899 0.41987 -0.206 -0.124 -0.303 -1.411
C -4.31065 2.81757 -0.39226 -0.029 0.084 -0.006 -0.761
C -5.26516 -3.38538 -1.49592 -0.287 -0.002 0.027 -0.322
C 1.81499 0.56628 -2.09996 -0.480 0.011 -0.049 -0.159
C -3.72175 4.07969 -0.29146 -0.058 0.063 0.005 -0.508
C -6.14785 -2.32151 0.87051 -0.048 -0.051 -0.085 -0.861
C 3.00044 3.50996 2.27493 0.033 -0.029 0.003 -0.706
C -2.37692 4.23608 -0.47944 0.035 -0.007 -0.041 -0.540
C 1.40251 -0.04725 1.38096 -0.129 -0.313 -0.101 -2.972
C 1.81566 0.13200 0.09099 -0.042 0.398 -0.405 1.796
C 1.30367 5.04257 2.98420 -0.001 -0.026 -0.019 -0.751
C 3.75786 -2.01937 0.69960 0.173 0.235 0.097 0.375
C -6.84376 -3.37190 0.26904 0.081 0.020 0.015 -0.386
C -6.40171 -3.92687 -0.92784 0.073 -0.018 0.069 -0.591
C -3.49714 1.75905 -0.69880 0.275 -0.177 -0.035 0.101
C -1.55876 3.10822 -0.77251 -0.066 -0.339 -0.070 0.499
C -3.49155 -1.85387 -1.83066 0.205 -0.171 -0.560 0.325
C 2.41582 4.26345 3.28956 0.002 0.067 0.038 0.906
C 1.37165 4.29836 0.70323 0.197 0.245 0.232 -0.118
C -4.59894 -2.32550 -0.92885 0.023 0.057 -0.018 0.668
C 3.07564 -5.44893 -1.48601 0.020 0.102 0.081 -1.391
C 2.98656 4.23326 4.68548 -0.058 -0.012 -0.036 -1.410
C 0.77943 5.06787 1.69707 0.101 -0.140 -0.036 -0.420
C 2.49111 3.52419 0.98818 -0.087 -0.026 -0.029 -0.128
C -5.01023 -1.78924 0.27546 -0.001 0.071 0.159 -0.042
H -3.87906 0.75965 -0.82404 -0.031 0.001 0.074 0.124
H -5.36932 2.65958 -0.24412 0.005 -0.009 -0.037 0.456
H 0.35729 0.09001 1.62539 0.080 0.013 -0.046 0.749
H 2.82076 -5.01360 -2.45090 -0.032 0.006 0.028 0.353
H 2.57287 5.03693 5.29609 0.006 -0.006 0.000 0.354
H 3.12309 -4.82368 0.61076 -0.117 0.001 -0.003 0.422
H -0.07123 5.69258 1.45137 0.048 -0.032 0.012 0.371
H 2.40661 -6.28618 -1.29051 -0.016 0.027 -0.009 0.397
H -6.92591 -4.74890 -1.39915 -0.002 0.026 0.008 0.405
H -4.43965 -0.99390 0.74209 -0.023 -0.023 -0.053 0.480
H 1.96500 -3.90325 -0.40411 0.025 -0.098 0.042 0.057
H 2.75889 3.28632 5.18158 0.001 0.009 -0.012 0.280
H 5.08573 -0.48257 -0.11902 0.083 -0.007 -0.020 0.541
H 4.27846 -2.42368 1.56885 -0.110 0.098 0.070 0.643
H 0.65419 -2.09583 1.48360 -0.094 -0.048 0.058 0.349
H -7.73662 -3.76271 0.74225 0.003 -0.004 0.016 0.357
H 4.09992 -5.82040 -1.54083 -0.019 -0.026 0.047 0.350
H 2.95615 2.95011 0.19392 -0.053 0.033 0.061 0.523
H 4.26350 -0.05594 1.37997 -0.001 0.078 0.060 0.374
H 1.43841 0.83691 -3.07125 -0.030 0.033 0.084 0.668
H 2.67956 -2.07985 0.84234 0.015 -0.002 0.133 -0.662
H -4.33335 4.95013 -0.07613 0.026 -0.014 0.028 0.369
H 2.12329 -0.15744 2.18110 0.000 0.129 -0.060 0.131
H 0.84772 5.64793 3.76141 0.006 -0.016 -0.014 0.289
H 4.07284 4.34154 4.66989 -0.012 -0.002 -0.003 0.349
H -1.91417 5.20955 -0.43924 0.020 -0.051 0.013 0.447
H 3.87617 2.90646 2.49535 -0.036 0.016 -0.011 0.368
H -6.50756 -1.90885 1.80594 0.028 -0.042 0.001 0.374
```
Positions in Å, forces in eV/Å.

The HOMO energy is -2.355 eV. The LUMO energy comes out at 3.92 eV. The energy above the lowest of the compared OMol25 structures with the same formula, charge and spin is 63.4 kcal/mol. The total charge is -2. Its calculated total energy is -4064.4126 a.u. For the largest force on an atom, the calculation gives 0.0646 hartree/bohr. The calculation puts the molecular weight at 967.90 g/mol.


No. 2
The following is a DFT calculation (wB97M-V/def2-TZVPD) of a structure of composition C27H28N7OS2Ti at a distorted geometry.

Geometry as XYZ:
```
66
Properties=species:S:1:pos:R:3:forces:R:3:nbo_charge:R:1
Ti 0.04667 0.19489 0.71906 -0.478 -1.247 0.898 2.032
S 1.68887 -4.68297 -3.17762 0.641 0.898 1.550 0.631
S 3.89000 -0.89782 1.49105 -0.456 -1.280 -0.280 0.627
O -0.23124 0.66171 2.49676 1.132 0.273 -1.463 -0.587
N 0.61001 -3.94173 -0.87114 1.365 0.934 -0.959 -0.478
N 0.65809 0.32775 -1.25642 0.427 1.014 -1.738 -0.682
N 0.50431 2.81856 2.13373 -2.092 1.986 -0.161 -0.170
N 0.82661 1.49249 1.94019 -0.913 -0.987 -0.272 -0.297
N -1.63648 -1.07138 0.34805 -0.928 0.417 0.243 -0.651
N 1.47597 -1.72530 0.94454 0.908 0.015 0.897 -0.579
N -1.39490 1.71545 0.03291 0.598 0.152 -0.216 -0.497
C 1.50539 3.64938 2.52531 0.108 -0.784 -0.469 0.105
C 0.66683 -0.79242 -2.02329 -0.019 0.119 -0.166 0.069
C -1.06728 4.64816 2.21611 -0.091 -0.217 0.054 -0.211
C 2.34930 -2.30618 -0.01065 -1.223 -0.843 -0.876 0.070
C 0.58489 2.77273 -1.26172 0.774 0.564 0.938 -0.475
C 1.14399 1.50851 -1.82266 -0.052 -1.557 0.005 0.272
C 3.66102 -1.93849 0.12843 0.879 0.604 0.170 -0.287
C -1.79956 -2.37337 0.78156 0.695 1.052 -0.207 0.085
C -0.90900 2.72261 -0.98693 -0.343 0.830 -0.210 -0.231
C -0.02905 5.48896 2.66272 0.571 -0.375 0.703 -0.032
C 0.36716 -4.60988 -1.97630 -1.208 -0.303 0.884 0.231
C -0.95963 -5.29929 -2.20076 0.982 -0.853 0.712 -0.694
C -4.03325 -0.87411 0.09743 -0.608 0.015 0.145 -0.215
C 1.86630 -3.33717 -0.96641 -0.770 0.652 1.597 0.219
C 2.22293 -1.19867 1.92991 0.057 -0.135 -0.130 0.169
C 1.96609 1.46285 -2.94722 -0.801 -0.638 0.427 -0.209
C 1.29559 -0.83991 -3.27795 -0.014 0.087 1.412 -0.249
C 1.79856 -1.06711 3.35605 -0.902 0.647 0.692 -0.696
C -3.05484 -2.89567 0.94576 -0.456 -1.328 0.220 -0.242
C 1.28155 4.96912 2.80132 -1.795 0.181 -0.842 -0.205
C -1.87225 2.38774 1.28164 -0.684 0.899 0.559 -0.274
C 2.08713 0.24711 -3.67010 -0.775 0.658 -0.085 -0.061
C -4.19161 -2.19053 0.57046 -0.246 0.932 0.085 -0.044
C -2.54705 1.01870 -0.58053 -0.602 -0.632 -0.596 -0.261
C 2.60155 -3.69572 -2.09664 0.374 -0.627 -2.040 -0.272
C -0.80658 3.31439 1.90559 0.799 -0.288 0.034 0.233
C -2.76653 -0.32785 0.02585 0.262 -1.445 0.389 0.204
H 2.27600 -1.88262 3.95828 -0.076 0.644 -0.591 0.315
H -2.79835 2.99549 1.01565 1.254 -0.482 0.456 0.259
H -1.43720 2.55724 -1.91849 -0.022 -0.312 -0.137 0.245
H -2.34092 0.80270 -1.66401 -0.106 0.518 0.918 0.261
H 0.83194 3.58984 -1.93926 -0.406 -0.012 -0.261 0.292
H -0.89547 -2.99381 0.96269 -0.686 0.846 -0.011 0.264
H 4.54345 -2.24138 -0.44673 -0.520 0.087 0.142 0.296
H -5.21134 -2.58454 0.68495 0.618 -0.029 -0.047 0.282
H -3.13433 -3.90724 1.37477 -0.048 0.541 -0.362 0.276
H 2.62209 0.21852 -4.62387 0.018 0.029 0.426 0.281
H -0.22439 6.52810 2.97161 0.016 -0.533 -0.412 0.291
H 3.58655 -3.30882 -2.39564 -0.474 -0.380 0.232 0.287
H 0.09536 -1.64697 -1.59627 0.578 0.662 -0.511 0.240
H -2.16257 1.60891 2.01107 -0.048 0.523 -0.440 0.280
H -1.55203 -5.31206 -1.25691 0.515 0.222 -0.738 0.268
H 2.11066 5.59123 3.00995 0.625 0.563 0.473 0.285
H 2.36036 2.42378 -3.24980 0.285 -0.247 -0.478 0.273
H 2.05832 -0.06213 3.80399 -0.109 -1.196 -0.438 0.280
H -1.26790 3.71793 -0.68973 0.296 -0.192 0.131 0.251
H 1.09841 3.11736 -0.35736 0.168 -0.359 0.129 0.240
H -1.50958 -4.80269 -3.00389 0.013 -0.288 -0.097 0.278
H 2.49505 3.19865 2.49738 -0.208 0.027 0.398 0.260
H -3.47769 1.63254 -0.50054 0.735 -0.361 -0.221 0.264
H -4.92173 -0.25754 -0.16370 0.783 -0.584 0.149 0.272
H -0.72385 -6.37249 -2.44677 -0.490 0.927 -0.157 0.297
H 1.19042 -1.76998 -3.82015 0.196 0.270 -0.354 0.253
H -2.10406 5.04033 2.12911 0.905 -0.358 -0.077 0.287
H 0.69325 -1.21591 3.44558 1.074 0.085 -0.025 0.272
```
Positions in Å, forces in eV/Å.

The HOMO energy (spin up / spin down) is -20.372 / -20.677 eV. The LUMO energy (spin up / spin down) comes out at -12.79 / -14.64 eV. Its spin multiplicity is 2. As for the expectation value of S²: 0.77. The total charge is +4. Its calculated total energy is -3148.5438 a.u. For the largest force on an atom, the calculation gives 0.0562 hartree/bohr. The calculation puts the molecular weight at 578.57 g/mol.


- Among the records above, which one has the highest total charge?
  C27H28N7OS2Ti